(i)
{
  "formula": "C4H12N2O",
  "method": "ωB97M-V with the def2-TZVPD basis set",
  "symbols": ["N", "C", "C", "C", "N", "C", "O", "H", "H", "H", "H", "H", "H", "H", "H", "H", "H", "H", "H"],
  "xyz": [[0.0701, -0.1501, -2.1688], [-1.3367, 0.3150, -1.7372], [-1.5118, -0.2907, -0.2464], [-0.6606, 0.5834, 0.7373], [0.7658, 0.2948, 0.8291], [1.4682, -0.3008, 1.9768], [2.7013, -0.9590, 1.5585], [0.2121, 0.3253, -3.0920], [0.2215, -1.1699, -2.1476], [-2.0585, -0.0566, -2.4859], [-1.5008, 1.4370, -1.7515], [-0.9906, -1.3434, -0.3489], [-2.4902, -0.4665, 0.1750], [-0.8452, 1.7020, 0.6908], [-0.9649, 0.0901, 1.6397], [1.3571, 1.0708, 0.3554], [1.6599, 0.3270, 2.7422], [0.7494, -1.0372, 2.3369], [3.1538, -0.3714, 0.9365]],
  "smiles": "NCCCNCO"
}

=====

(ii)
{
  "formula": "C4H12N2O",
  "method": "ωB97M-V with the def2-TZVPD basis set",
  "symbols": ["C", "N", "N", "O", "H", "H", "H", "H", "H", "H", "C", "C", "C", "H", "H", "H", "H", "H", "H"],
  "xyz": [[0.6339, 1.9373, 1.0403], [0.5213, 1.8647, -0.2574], [-0.2884, 1.4158, 1.8417], [1.8352, -0.3961, 0.7686], [2.0738, -1.2893, 1.0391], [1.4857, 2.4181, 1.5129], [-0.0351, 0.8172, -0.6404], [1.3710, 2.0936, -0.7560], [-0.0591, 1.2865, 2.8128], [-0.8967, 0.7099, 1.4205], [-0.5090, -1.1354, -2.0891], [-0.5763, -0.7342, -0.6371], [-1.4599, -1.3494, 0.1545], [0.9238, -0.5392, 0.1769], [0.5061, -1.4425, -2.3535], [-1.1888, -1.9562, -2.3443], [-0.7534, -0.2940, -2.7444], [-2.1313, -2.1412, -0.1832], [-1.4529, -1.2656, 1.2380]]
}

=====

Tell me which of them is the most stable. Sure, it is (i).

=====

(i)
{
  "formula": "C22H26N4O4S2",
  "method": "ωB97M-V with the def2-TZVPD basis set",
  "symbols": ["C", "C", "O", "C", "O", "C", "C", "N", "C", "O", "C", "S", "C", "N", "N", "C", "C", "N", "C", "C", "C", "C", "C", "C", "C", "C", "O", "S", "C", "C", "C", "C", "H", "H", "H", "H", "H", "H", "H", "H", "H", "H", "H", "H", "H", "H", "H", "H", "H", "H", "H", "H", "H", "H", "H", "H", "H", "H"],
  "xyz": [[-3.2288, -0.2990, -0.8386], [-2.0347, -1.1256, -1.2921], [-1.0957, -0.3388, -2.0228], [-0.2529, 0.4085, -1.3127], [-0.2619, 0.4268, -0.0879], [0.6733, 1.1951, -2.1166], [1.6458, 1.9631, -1.4990], [1.8485, 2.0302, -0.1469], [2.7593, 2.8550, 0.4195], [3.4893, 3.5696, -0.2342], [2.7908, 2.7993, 1.9361], [1.1309, 2.9851, 2.6786], [0.6725, 1.3207, 2.7165], [1.4139, 0.2915, 2.4372], [0.6348, -0.7943, 2.6166], [-0.5297, -0.3812, 2.9874], [-1.7024, -1.2281, 3.3429], [-1.4496, -2.6215, 3.0656], [-1.9331, -3.1864, 1.8813], [-3.2849, -3.0774, 1.5661], [-3.8035, -3.6855, 0.4390], [-2.9885, -4.4280, -0.4022], [-3.5428, -5.1098, -1.6172], [-1.6427, -4.5427, -0.0773], [-1.0963, -3.9366, 1.0420], [0.3697, -4.0641, 1.3370], [-0.5764, 0.9717, 3.0812], [2.6103, 2.8484, -2.6021], [1.7086, 2.1818, -3.9422], [2.0749, 2.5859, -5.3295], [0.7249, 1.3307, -3.5433], [-0.1961, 0.6261, -4.4832], [-2.9049, 0.4765, -0.1484], [-3.7117, 0.1697, -1.6930], [-3.9393, -0.9481, -0.3357], [-2.3426, -1.9126, -1.9823], [-1.5347, -1.5736, -0.4277], [1.2374, 1.4048, 0.3850], [3.4003, 3.6185, 2.3137], [3.1816, 1.8392, 2.2738], [-1.9093, -1.0925, 4.4147], [-2.5755, -0.8772, 2.7862], [-0.4747, -2.8422, 3.2227], [-3.9404, -2.5241, 2.2226], [-4.8574, -3.5895, 0.2185], [-2.8154, -5.1115, -2.4265], [-4.4504, -4.6173, -1.9587], [-3.7881, -6.1472, -1.3867], [-0.9957, -5.1170, -0.7264], [0.8181, -3.0822, 1.4948], [0.8797, -4.5481, 0.5079], [0.5350, -4.6653, 2.2320], [1.2346, 3.0677, -5.8291], [2.9058, 3.2854, -5.3010], [2.3722, 1.7199, -5.9205], [0.0241, 0.9005, -5.5104], [-0.0937, -0.4514, -4.3724], [-1.2299, 0.8819, -4.2605]],
  "smiles": "CCOC(=O)c1c(NC(=O)CSc2nnc(CNc3ccc(C)cc3C)o2)sc(C)c1C"
}

=====

(ii)
{
  "formula": "C22H26N4O4S2",
  "method": "ωB97M-V with the def2-TZVPD basis set",
  "symbols": ["C", "C", "C", "N", "C", "C", "C", "C", "S", "C", "N", "C", "O", "C", "C", "C", "C", "S", "O", "O", "N", "C", "C", "O", "C", "C", "C", "C", "C", "C", "N", "C", "H", "H", "H", "H", "H", "H", "H", "H", "H", "H", "H", "H", "H", "H", "H", "H", "H", "H", "H", "H", "H", "H", "H", "H", "H", "H"],
  "xyz": [[2.7603, -2.2193, 3.8519], [2.9232, -1.1305, 2.7805], [2.8235, 0.2593, 3.4089], [2.0121, -1.2373, 1.6489], [2.2296, -2.3705, 0.7710], [1.1580, -3.4774, 0.8619], [-0.1329, -2.8111, 0.5375], [-0.3279, -1.5596, 1.0261], [-1.8031, -0.8470, 0.4518], [-2.1470, -2.2677, -0.4983], [-3.3097, -2.3863, -1.2354], [-3.9404, -1.4024, -1.9574], [-5.0612, -1.5568, -2.3784], [-3.1158, -0.1824, -2.2111], [-3.6332, 1.0781, -1.9324], [-2.8651, 2.2052, -2.1727], [-1.6010, 2.0616, -2.7109], [-0.5642, 3.5131, -2.9492], [0.3531, 3.2338, -4.0116], [-1.4162, 4.6604, -3.0201], [0.3446, 3.6809, -1.5708], [1.4532, 2.7845, -1.3424], [1.0581, 1.6551, -0.3863], [0.5102, 2.1750, 0.8095], [-0.6352, 2.9619, 0.5588], [-0.3007, 4.1386, -0.3640], [-1.0989, 0.8186, -3.0485], [-1.8559, -0.3103, -2.7936], [-1.1755, -3.2325, -0.3389], [-1.2068, -4.4768, -0.9858], [-1.2262, -5.4957, -1.5130], [0.6219, -0.9031, 1.9561], [1.7761, -2.1749, 4.3132], [2.9010, -3.2091, 3.4237], [3.5043, -2.0765, 4.6310], [3.9281, -1.2282, 2.3507], [2.8161, 1.0206, 2.6340], [3.6785, 0.4281, 4.0583], [1.9198, 0.3613, 4.0033], [2.2297, -2.0012, -0.2646], [3.2158, -2.7901, 0.9730], [1.1320, -3.8915, 1.8727], [1.3764, -4.2844, 0.1619], [-3.7923, -3.2786, -1.2048], [-4.6269, 1.1626, -1.5204], [-3.2343, 3.1968, -1.9640], [1.7658, 2.4002, -2.3122], [2.2736, 3.3624, -0.9018], [1.9284, 1.0683, -0.0872], [0.3227, 0.9932, -0.8687], [-0.9733, 3.3190, 1.5329], [-1.4212, 2.3362, 0.1076], [-1.1952, 4.6850, -0.6592], [0.3848, 4.8198, 0.1530], [-0.1284, 0.7550, -3.5150], [-1.4763, -1.2879, -3.0528], [0.5019, 0.1839, 1.9168], [0.3620, -1.2297, 2.9765]],
  "smiles": "CC(C)N1CCc2c(sc(NC(=O)c3ccc(S(=O)(=O)N4CCOCC4)cc3)c2C#N)C1"
}

=====

Tell me which of them is the most stable. Sure, it is (i).

=====

(i)
{
  "formula": "C5H10O2S",
  "method": "ωB97M-V with the def2-TZVPD basis set",
  "symbols": ["C", "C", "C", "O", "C", "O", "C", "S", "H", "H", "H", "H", "H", "H", "H", "H", "H", "H"],
  "xyz": [[-1.1820, 1.4940, 0.9992], [-0.4351, 0.6121, 0.0914], [0.6597, 1.2339, -0.8005], [1.8360, 1.5903, -0.0563], [-1.1751, -0.4636, -0.6236], [-2.5010, -0.6419, -0.3878], [-0.1919, -0.8010, 0.5147], [1.3753, -1.6499, 0.1965], [-0.5428, 1.8055, 1.7936], [-1.6201, 2.2997, 0.3419], [-2.0540, 1.0396, 1.4516], [0.2441, 2.1203, -1.2213], [1.0017, 0.5312, -1.5932], [2.3303, 2.1511, -0.6435], [-0.7823, -0.6654, -1.5833], [-2.7960, -1.3544, -0.9067], [-0.6163, -1.0991, 1.4614], [2.0970, -0.4691, 0.2213]],
  "smiles": "C[C@]1(CO)[C@H](O)[C@H]1S"
}

=====

(ii)
{
  "formula": "C5H10O2S",
  "method": "ωB97M-V with the def2-TZVPD basis set",
  "symbols": ["C", "C", "C", "C", "C", "H", "H", "H", "H", "H", "H", "H", "H", "H", "H", "O", "O", "S"],
  "xyz": [[1.0637, -1.2095, -1.2312], [0.2313, -1.1045, 0.0088], [-0.1771, -0.0327, 1.6668], [-0.7122, 0.0960, 0.2311], [-0.2691, 1.3679, -0.4811], [1.8988, -1.8772, -0.9964], [0.5441, -1.5773, -2.0969], [1.4942, -0.2180, -1.4251], [-0.2655, -2.0613, 0.2039], [-0.7735, -0.7369, 2.2614], [0.0962, 0.8663, 2.1898], [-2.9469, 1.0048, 0.2074], [-0.9367, 2.2358, -0.2615], [-0.3328, 1.1828, -1.5675], [1.5204, 1.1643, 0.3843], [0.9891, -0.7333, 1.1771], [1.0406, 1.8689, -0.1264], [-2.4647, -0.2361, -0.1444]]
}

=====

Tell me which of them is the most stable. Sure, it is (ii).

=====

(i)
{
  "formula": "C3H8N4O",
  "method": "ωB97M-V with the def2-TZVPD basis set",
  "symbols": ["C", "C", "C", "H", "H", "H", "H", "H", "H", "H", "H", "N", "N", "N", "N", "O"],
  "xyz": [[2.3564, -0.5822, 0.2868], [-0.0078, -0.5214, -0.2107], [-1.2426, -1.2689, -0.4975], [2.9902, -0.3236, 1.4542], [3.0231, -1.4661, -0.3078], [1.9909, 0.4620, -0.3549], [-0.9535, 0.8954, -1.0683], [0.5862, 2.7090, -0.8744], [-1.1952, -2.1663, -1.2959], [-1.2542, 0.6301, 1.0861], [-2.9779, 0.6922, 1.4542], [1.0129, -1.0237, 0.4977], [0.0030, 0.6549, -0.8895], [-2.3657, -0.8626, -0.0078], [-2.3080, 0.4871, 0.6597], [0.3422, 1.6842, 0.0682]]
}

=====

(ii)
{
  "formula": "C3H8N4O",
  "method": "ωB97M-V with the def2-TZVPD basis set",
  "symbols": ["C", "C", "N", "N", "C", "N", "N", "O", "H", "H", "H", "H", "H", "H", "H", "H"],
  "xyz": [[0.0540, -1.8115, 1.0646], [-0.4187, -0.6054, 0.3136], [-1.6824, -0.5369, 0.0897], [-2.3212, 0.5728, -0.3546], [0.5372, 0.3362, -0.2772], [0.2361, 1.1884, -1.3085], [1.6845, 0.2532, 0.2974], [2.6058, 1.2780, -0.0500], [0.7679, -1.5113, 1.8279], [-0.7829, -2.3097, 1.5456], [0.5357, -2.5125, 0.3840], [-3.3006, 0.5601, -0.1042], [-1.8684, 1.4781, -0.2402], [-0.4531, 0.8858, -1.9786], [1.0394, 1.6404, -1.7236], [3.3666, 1.0941, 0.5139]],
  "smiles": "CC(=N/N)/C(N)=N/O"
}

=====

Tell me which of them is the most stable. Sure, it is (ii).